Formula: CH5S3
Source: the Open Molecules 2025 dataset
Level of theory: wB97M-V/def2-TZVPD

Results
charge = -1
HOMO = -2.71 eV
total energy = -1235.6994 a.u.
lowest unoccupied orbital energy = 3.65 eV
energy relative to the best compared isomer or geometry (same formula, charge and spin) = 0.210 eV
strongest force on any atom = 1.02 eV/A
frontier orbital gap = 6.354 eV

Structure (XYZ):
```
9
Properties=species:S:1:pos:R:3:nbo_charge:R:1
S 2.11 1.29 -0.26 -0.504
H 2.14 2.45 0.38 0.115
C -0.20 -2.11 -0.56 -0.752
S -1.29 -0.64 -0.65 -0.033
S -0.84 0.36 1.16 -0.639
H 0.72 -1.91 -1.12 0.198
H -0.71 -2.98 -0.98 0.194
H 0.04 -2.29 0.48 0.225
H 1.06 0.65 0.56 0.197
```